Entry 1:
ORCA calculation (the ωB97M-V functional and the def2-TZVPD basis) on a molecular structure, C31H39N10PbSbSe5Si at a distorted geometry.

```
88
Properties=species:S:1:pos:R:3
Pb 0.05706 -0.19559 0.24190
Sb 0.70260 -1.77175 -5.06648
Se 2.92222 -2.70920 -5.15843
Se -0.41409 -5.02181 -4.08071
Se -0.74729 -3.08150 -6.68289
Se 0.65465 0.60966 -5.50984
Se -0.36315 -1.76612 -2.83025
Si -4.04191 -0.13183 0.06207
N 1.91687 1.02429 1.50450
N 2.86326 -0.50766 -0.84609
N 0.29253 3.11975 -2.09829
N 0.41132 -3.53092 -0.38479
N -0.79269 1.89957 -0.35146
N -0.45114 -3.63636 -2.58671
N -0.17392 -6.21737 -2.77890
N -2.43011 -0.32799 0.75502
N -0.99138 -0.53723 2.50330
N -1.84525 3.76568 -1.41434
C -3.40488 -0.45202 3.08500
C 2.51133 2.61326 3.17612
C 5.41278 -1.70249 -0.65152
C 1.55947 1.96601 2.40232
C -0.76740 2.86029 -1.27280
C 5.50835 0.67825 2.20492
C 4.56583 -1.96343 -1.72251
C 0.39020 4.39149 -2.87150
C 3.36440 -1.28503 -1.78050
C 0.70504 -0.92004 4.27071
C -4.87688 1.23985 1.18184
C 0.14151 -5.65302 -1.62160
C 5.83893 -0.35107 1.38728
C 1.34589 -5.63033 0.52130
C 4.96662 -0.82364 0.38941
C -0.02968 -4.19368 -1.43385
C 4.16489 1.14822 2.20218
C -3.87875 0.41758 -1.70003
C -4.92596 -1.77314 0.21115
C -2.62823 4.04661 -2.61470
C 3.67485 -0.25771 0.24249
C 3.19548 0.67691 1.27604
C -2.30624 4.35920 -0.22549
C 3.81728 2.15228 3.16999
C 0.90408 -6.35127 -0.58794
C 1.08466 -4.26989 0.56191
C 1.40307 2.21616 -2.24725
C -1.76607 -0.78323 4.79989
C -3.10868 -0.53888 4.43691
C -2.31072 -0.41218 2.11239
C -0.72869 -0.75560 3.85214
H 0.77668 -1.65612 5.07721
H 0.07699 5.30466 -2.34375
H 4.62394 2.71863 3.61071
H 2.31073 2.85907 -2.17085
H 1.51779 -3.62048 1.36347
H -6.00529 -1.61689 0.33570
H -1.69569 4.09357 0.64224
H 1.84707 -6.03215 1.35726
H -5.77320 0.85302 1.74227
H -3.60069 3.53915 -2.56678
H -3.96928 -0.58701 5.14371
H -2.23480 5.46334 -0.24560
H -1.68615 1.85940 0.09437
H 1.39580 1.66338 -3.22695
H 6.41447 -2.11127 -0.61815
H -4.86119 0.08841 -2.11280
H -3.82035 1.50858 -1.90812
H 0.47587 2.08120 2.61171
H 6.68936 -0.94487 1.55211
H 1.31774 -1.08305 3.37228
H -2.81701 5.15042 -2.69594
H -4.15894 1.73499 1.87540
H -4.62375 -2.46597 1.05377
H -3.06648 -0.06514 -2.34280
H 2.80349 -1.36799 -2.69365
H -2.03209 3.71261 -3.46148
H -4.46036 -0.42650 2.75682
H 1.49725 4.52346 -3.04151
H -5.21791 2.10679 0.64517
H 1.09689 -7.43338 -0.71540
H -3.37681 4.05409 -0.05500
H 6.19656 1.11746 2.92929
H -4.71058 -2.29337 -0.76416
H 1.31012 1.43222 -1.43803
H -0.11380 4.35034 -3.82374
H 2.15472 3.32446 3.95790
H 0.93750 0.10094 4.74105
H -1.49194 -0.99154 5.87390
H 4.88124 -2.57759 -2.54359
```

Results
Net charge: -2
Orbital gap (alpha / beta): 2.0600 / 2.0587 eV
Energy relative to the best compared isomer or geometry (same formula, charge and spin): 88.8 kJ/mol
HOMO energy (alpha / beta): 0.688 / 0.689 eV

Mulliken atomic charge list, values in e, 5 entries: 1.3480, 0.4776, -0.6991, 0.2841, -0.7840


Entry 2:
ORCA calculation (the ωB97M-V functional and the def2-TZVPD basis) on a molecular structure, C2H10B2N2 at a distorted geometry.

```
16
Properties=species:S:1:pos:R:3
N -0.65462 -2.92380 0.67224
N 1.49710 1.34702 -0.25134
C 0.58830 -0.53161 0.89362
C 0.90610 0.78495 0.84244
B 2.17288 2.59669 -0.33916
B -1.79252 -2.89354 0.21125
H 0.88590 -1.21639 0.06694
H 0.31644 -1.05790 1.76513
H 2.00257 3.34815 0.56577
H 0.75110 1.31177 1.70772
H -0.13312 -2.78407 1.50448
H 0.03017 3.31302 2.71561
H -2.91942 -2.74963 -0.28382
H 1.64939 0.66601 -1.02525
H 2.80298 2.96951 -1.19262
H 0.51101 3.28153 2.08293
```

Results
Net charge: 0
Orbital gap (alpha / beta): 5.5254 / 9.1378 eV
Energy relative to the best compared isomer or geometry (same formula, charge and spin): 117.2 kJ/mol
2S+1: 3
HOMO energy (alpha / beta): -4.891 / -10.991 eV

Mulliken atomic charge list, values in e, 5 entries: 0.0407, -0.1666, -1.2557, 0.6126, 0.0841


Entry 3:
ORCA calculation (the ωB97M-V functional and the def2-TZVPD basis) on a molecular structure, C6H13AgBFIO3P at a distorted geometry.

```
27
Properties=species:S:1:pos:R:3
I -4.75711 0.54424 2.11205
Ag -1.52009 2.97458 -0.20668
P -3.26344 -1.11168 1.09612
F -1.81874 1.16096 0.77921
O -2.07000 0.04096 -1.31776
O -4.21287 -2.03692 0.10021
O -0.71034 -0.96762 0.17443
C -0.72897 0.43391 -1.70624
C 1.17738 0.46468 0.25180
C 1.44382 1.96087 -0.12074
C 2.56777 -0.24854 0.42699
C 0.24437 -0.34379 -0.72268
C 2.35872 -1.79014 0.56515
B -1.89594 -0.13951 0.09571
H 0.73846 0.47206 1.26141
H -4.54584 -2.76068 0.64889
H 2.96220 0.10149 1.39712
H 2.18567 2.04674 -0.92748
H 3.27226 0.01696 -0.37595
H -0.75856 1.54899 -1.66679
H 1.43146 -1.93287 1.14833
H 0.74923 -1.05674 -1.39085
H 0.52275 2.55200 -0.34052
H 2.25437 -2.29883 -0.40398
H 1.86662 2.43373 0.78380
H -0.66052 0.21867 -2.78222
H 3.16733 -2.28350 1.12065
```

Results
Net charge: +1
Orbital gap (alpha / beta): 7.9011 / 6.2874 eV
2S+1: 2
HOMO energy (alpha / beta): -12.972 / -12.965 eV

Mulliken atomic charge list, values in e, 5 entries: 0.0595, 0.5928, 0.2029, -0.5115, -0.5538


Entry 4:
ORCA calculation (the ωB97M-V functional and the def2-TZVPD basis) on a molecular structure, C30H25BrN2O3Yb at a distorted geometry.

```
62
Properties=species:S:1:pos:R:3
Yb -0.37157 -1.41114 -0.25534
Br -0.93292 -3.24642 1.99584
O -1.13337 -0.30091 6.26540
O 1.44977 -1.29934 0.80390
O 1.27143 -0.44278 -1.18174
N -0.77263 -0.50761 2.16664
N -0.93307 -2.01685 -2.42630
C -3.58606 -0.20636 0.24943
C 2.33202 3.39547 2.07660
C -4.28814 -0.76192 -2.36329
C -4.91160 -0.09391 -0.15352
C 1.11370 -3.21831 -2.70236
C 2.19561 -3.56358 -3.46406
C -1.00334 -0.32075 4.94004
C 2.52115 4.65485 2.87360
C -1.05563 -1.56471 4.30443
C -2.55596 -0.60229 -0.61111
C 1.43862 3.34450 1.02007
C 0.11454 -2.37374 -3.23007
C -1.91175 -1.25252 -2.90770
C 3.07130 2.25279 2.36894
C 3.73511 -0.12433 2.02937
C 1.95234 1.02733 0.62280
C 2.31559 -3.08545 -4.78306
C -0.81780 -1.08252 -5.03951
C -1.88373 -0.78631 -4.24107
C 0.22068 2.33019 -0.85224
C -2.96366 -0.85890 -1.94564
C 1.35519 -2.27340 -5.31827
C -5.26883 -0.38685 -1.46116
C 0.22799 -1.90201 -4.55447
C -0.92122 -1.56799 2.94265
C 1.23831 2.19229 0.26118
C -0.81937 0.81735 4.15395
C -0.72071 0.67557 2.78682
C 2.89262 1.07169 1.67343
C 1.61803 -0.29949 0.03241
H -0.75635 1.80095 4.60147
H 0.22974 1.52254 -1.56692
H -6.30336 -0.32973 -1.77310
H 3.17300 -3.37340 -5.37609
H 1.67711 5.32998 2.74254
H -1.08280 0.59361 6.61862
H 2.62938 4.42334 3.93327
H 3.42519 5.18062 2.56066
H 1.44363 -1.91256 -6.33554
H 0.43084 3.24753 -1.40262
H -0.78675 2.42076 -0.43656
H 2.96252 -4.21299 -3.06387
H 4.47152 0.14477 2.78357
H 3.12157 -0.93834 2.40925
H -0.59543 1.54315 2.15159
H -1.19675 -2.46663 4.88236
H -3.35416 0.01992 1.28715
H -4.55517 -1.00995 -3.38505
H 4.26656 -0.49791 1.15221
H 3.80998 2.29071 3.16189
H -5.66687 0.21511 0.55853
H -0.74839 -0.68521 -6.04505
H 0.88735 4.23857 0.74871
H 0.99290 -3.60087 -1.69200
H -2.68792 -0.15560 -4.59167
```

Results
Net charge: +1
Orbital gap (alpha / beta): 8.0141 / 8.0255 eV
Energy relative to the best compared isomer or geometry (same formula, charge and spin): 0.0 kJ/mol
2S+1: 2
HOMO energy (alpha / beta): -11.031 / -11.031 eV

Mulliken atomic charge list, values in e, 5 entries: 0.1542, -0.0563, -0.5262, -0.5007, -0.4779


Entry 5:
ORCA calculation (the ωB97M-V functional and the def2-TZVPD basis) on a molecular structure, C2H3Li2O2Rb at a distorted geometry.

```
10
Properties=species:S:1:pos:R:3
Rb 0.10933 -0.98972 2.11420
O 1.19708 -1.45134 0.39338
O -0.29482 -0.05322 -1.29075
C 0.95353 0.04600 -1.75659
C 1.82737 0.70178 -0.90278
Li -1.99536 0.49247 -1.79739
Li -0.03249 -2.09490 -0.87067
H 1.42318 1.58448 -0.38153
H 2.88892 0.74168 -1.15482
H 1.44519 -0.65331 -2.44539
```

Results
Net charge: +1
Orbital gap (alpha / beta): 6.3278 / 6.4144 eV
Energy relative to the best compared isomer or geometry (same formula, charge and spin): 118.4 kJ/mol
2S+1: 2
HOMO energy (alpha / beta): -10.657 / -10.740 eV

Mulliken atomic charge list, values in e, 5 entries: 0.8964, -0.9016, -0.8771, -0.0457, -0.6070


Entry 6:
ORCA calculation (the ωB97M-V functional and the def2-TZVPD basis) on C3H5NS2 in the gas phase at a distorted geometry.

```
11
Properties=species:S:1:pos:R:3
S 1.43929 -0.88338 -0.08702
S -1.70883 -0.80725 -0.51979
N -1.51252 0.75997 0.26729
C 0.94901 0.77079 -0.75073
C -0.22982 1.17597 0.35517
C -0.25568 -1.48950 0.46904
H 1.66322 1.45712 -0.39908
H -0.47513 -2.50935 0.01649
H -0.46093 -1.22923 1.59689
H 0.66236 0.68724 -1.78791
H -0.07099 2.06762 0.83967
```

Results
Net charge: 0
Orbital gap: 8.9146 eV
Energy relative to the best compared isomer or geometry (same formula, charge and spin): 287.6 kJ/mol
HOMO energy: -8.609 eV
SMILES: C1=NSCSC1

Mulliken atomic charge list, values in e, 5 entries: -0.1033, -0.0019, -0.3911, -0.5492, -0.1910


> Which value of net charge does entry 2 give?

0